Entry 1:
ORCA calculation (ωB97M-V with the def2-TZVPD basis set) on one molecule with the formula C6H9ClO at a distorted geometry.

Last column: Mulliken charge in e.
Positions of all 17 atoms, in Å:
C 1.45716 -0.13826 -0.47310  0.60
C -0.29008 -0.36496 -1.03904  -1.32
C 2.66924 0.45805 -0.61580  -0.67
C -1.23330 -0.07530 0.08017  1.04
C -1.13045 1.34321 0.45609  -1.53
C -1.93412 -0.99440 0.74655  -1.00
O 1.48270 -1.10949 0.41584  -0.45
Cl 4.02525 0.02501 0.38302  -0.14
H -0.23431 0.37913 -1.79725  0.38
H -0.12208 -1.37420 -1.29854  0.49
H 2.79487 1.23634 -1.24642  0.48
H -0.19772 1.63499 0.78779  0.35
H -1.59166 1.53452 1.42677  0.39
H -1.59582 1.92783 -0.24567  0.38
H 0.63631 -1.61969 0.65984  0.36
H -2.09249 -2.04069 0.29673  0.23
H -2.64350 -0.82209 1.46301  0.41

Values from the calculation:
Kohn-Sham gap (alpha / beta) (eV): 5.08 / 7.34
2S+1: 3
Energy above the lowest of the compared OMol25 structures with the same formula, charge and spin (kJ/mol): 225.8
E_HOMO (alpha / beta) (eV): -4.299 / -9.350
Charge: 0

=====

Entry 2:
ORCA calculation (ωB97M-V with the def2-TZVPD basis set) on an isolated ion of composition C4H12N2OPS2 and charge +1 at a distorted geometry.

Last column: Mulliken charge in e.
Positions of all 22 atoms, in Å:
C -0.42658 0.42498 1.33927  0.17
C -1.27242 -1.23499 2.79644  -0.94
C 3.24493 -0.51371 -1.51721  -0.65
C -1.99559 1.05688 -2.25298  -0.69
N -1.00082 0.10060 2.42991  -0.03
N 0.00078 -0.36778 0.42459  -0.20
O 1.86620 -0.66261 -1.17670  -0.36
P 0.65089 0.29153 -1.04909  0.50
S 0.97074 2.51262 -0.48892  -0.35
S -0.76443 -0.26273 -2.53545  -0.08
H -0.02855 1.45829 1.19370  0.21
H -0.23536 -1.73266 2.97052  0.32
H -1.81841 -1.33642 3.70379  0.33
H -1.83863 -1.77921 1.98608  0.32
H 3.50434 0.50048 -1.31415  0.33
H 3.51442 -0.73962 -2.54145  0.28
H 3.71656 -1.01744 -0.68050  0.28
H -2.97464 0.78436 -2.74953  0.33
H -1.56536 1.96079 -2.68343  0.33
H -2.12033 1.13636 -1.28835  0.24
H -1.54480 0.83260 2.90293  0.32
H 0.11705 -1.41234 0.53054  0.36

Values from the calculation:
Kohn-Sham gap (eV): 8.76
Energy above the lowest of the compared OMol25 structures with the same formula, charge and spin (kJ/mol): 30.2
E_HOMO (eV): -12.262
SMILES: CN/C=[NH+]/[P@@](=S)(OC)SC
Charge: +1

=====

Entry 3:
ORCA calculation (ωB97M-V with the def2-TZVPD basis set) on a 9-piece molecular cluster, C10H40N2O9 overall at a distorted geometry.

Last column: Mulliken charge in e.
Positions of all 61 atoms, in Å:
C 10.40775 11.64094 7.25191  -0.90
C 11.75677 10.98029 7.37887  -0.37
O 11.83222 10.32182 8.63161  -0.49
H 10.36990 12.18555 6.33582  0.40
H 10.21581 12.26480 8.09965  0.22
H 9.58620 10.88494 7.16065  0.13
H 12.56102 11.70774 7.22729  0.34
H 11.95021 10.22849 6.64426  0.32
H 12.57318 9.68968 8.59176  0.28
O 10.98407 9.74583 15.33052  -0.61
H 10.78201 9.31544 16.15496  0.26
H 11.30588 10.64377 15.51275  0.33
O 8.83690 8.75717 8.34948  -0.62
H 9.79909 8.98290 8.29581  0.29
H 8.60946 8.99023 7.38916  0.31
O 11.41992 11.30853 11.09851  -0.58
H 11.65643 11.05423 10.16631  0.56
H 10.89187 10.47940 11.42600  0.40
O 11.83608 12.55244 15.45097  -0.76
H 11.38861 13.17280 16.04783  0.32
H 11.30565 12.74796 14.62712  0.37
O 13.75318 8.19128 8.75749  -0.80
H 13.48587 8.22476 9.70687  0.38
H 13.25502 7.53364 8.24117  0.31
O 10.08021 9.29278 12.54334  -0.64
H 9.24705 9.81079 12.49044  0.16
H 10.37273 9.25221 13.48821  0.25
C 8.02401 12.60768 14.82130  -1.61
C 8.84137 12.17969 13.64286  1.50
C 8.02220 12.03779 12.38512  -0.78
O 7.26778 10.86516 12.68628  -0.36
C 6.52339 10.43863 11.56487  -0.78
N 9.91219 13.12130 13.36842  -0.64
H 7.70278 13.67583 14.74817  0.37
H 8.69095 12.60418 15.71043  0.31
H 7.11248 12.01017 14.95184  0.32
H 9.23619 11.22700 13.84739  -0.23
H 8.62372 11.92379 11.43568  0.12
H 7.30162 12.82731 12.04363  0.53
H 7.09551 10.21486 10.63048  0.26
H 5.78688 11.22016 11.32366  0.32
H 6.03597 9.53376 11.85328  0.28
H 10.40239 12.85369 12.51297  0.22
H 9.48919 14.04105 13.31116  0.28
C 11.82585 6.19422 10.98990  -1.34
C 12.55877 7.10137 11.89930  0.55
C 14.01696 6.55946 11.96560  -0.89
O 14.02683 5.33503 12.67182  -0.37
C 15.17837 4.52090 12.40151  -0.76
N 12.55649 8.41631 11.24383  -0.17
H 12.29108 6.24756 9.96247  0.19
H 10.82822 6.58119 10.82014  0.38
H 11.81646 5.13110 11.23697  0.35
H 12.09478 7.07320 12.90531  0.32
H 14.55272 7.34920 12.38920  0.42
H 14.34684 6.44367 10.94231  0.46
H 15.31306 3.85115 13.25999  0.26
H 16.00405 5.20080 12.30980  0.35
H 15.07079 3.79825 11.60795  0.27
H 11.63414 8.75827 11.10144  -0.29
H 12.97555 9.19632 11.75812  0.30

Values from the calculation:
Kohn-Sham gap (eV): 10.14
Energy above the lowest of the compared OMol25 structures with the same formula, charge and spin (kJ/mol): 49.0
E_HOMO (eV): -9.558
SMILES: COC[C@H](C)N.COC[C@H](C)N.CCO.O.O.O.O.O.O
Charge: 0

=====

Entry 4:
ORCA calculation (ωB97M-V with the def2-TZVPD basis set) on C4H9NOP as an isolated structure at a distorted geometry.

Last column: Mulliken charge in e.
Positions of all 16 atoms, in Å:
C -1.02123 -1.12151 -1.69995  -0.16
C 0.29540 -0.43308 -0.37900  0.68
C 1.26104 -1.43694 -0.16883  -1.06
C 0.38986 1.00621 1.49987  -0.92
N -0.21778 0.60446 0.19860  -0.07
O -2.01925 -1.70614 -1.38452  -0.32
P -1.51855 1.62147 -0.52938  0.01
H -0.73011 -1.05569 -2.71634  0.43
H 1.39186 -1.69490 0.85419  0.35
H 0.96320 -2.32682 -0.82134  0.36
H 2.27427 -1.36148 -0.74249  0.34
H -0.12739 1.88643 1.78879  0.40
H 1.46907 1.23170 1.50695  0.36
H 0.26903 0.21580 2.29846  0.36
H -1.96875 1.89651 0.74285  0.13
H -0.71066 2.67397 -0.44787  0.13

Values from the calculation:
Kohn-Sham gap (eV): 9.48
Energy above the lowest of the compared OMol25 structures with the same formula, charge and spin (kJ/mol): 326.4
E_HOMO (eV): -14.041
Charge: +1

=====

Entry 5:
ORCA calculation (ωB97M-V with the def2-TZVPD basis set) on a 3-piece molecular cluster, C25H47FN3O12PS overall at a distorted geometry.

Last column: Mulliken charge in e.
Positions of all 90 atoms, in Å:
C 4.14972 -1.81806 6.94343  -1.14
C 4.64631 -2.55482 5.62078  -0.13
F 4.13990 -3.88541 5.50647  -0.37
C 4.22173 -1.66401 4.38407  0.32
C 5.30698 -1.03951 3.62415  0.41
C 6.83252 -1.17392 3.93448  -0.18
O 7.59149 -1.95007 3.42450  -0.53
O 7.31976 -0.26647 4.85543  -0.25
C 6.31529 0.71621 5.15448  0.75
O 5.55839 0.60231 6.13870  -0.59
O 6.19271 1.76415 4.39743  -0.64
C 4.93669 -0.19087 2.46206  -0.27
C 3.50288 -0.00693 2.16497  0.04
P 3.13741 1.08753 0.66672  0.76
O 3.41540 2.53682 0.99111  -0.71
N 2.49562 -0.60448 2.95021  0.09
C 1.09484 -0.28410 2.54832  -1.37
C 2.79522 -1.43523 4.02647  0.70
C 1.68656 -2.10391 4.89082  -0.60
C 0.67322 -3.01632 4.05353  -0.90
C -0.81812 -2.72112 4.53934  -0.87
S -2.00250 -2.51869 3.16355  1.17
O -1.78875 -3.42581 2.05172  -0.64
O -2.04074 -1.09882 2.77504  -0.56
O -3.50388 -2.82676 3.81928  -0.48
H 3.64669 -0.85855 6.62168  0.33
H 4.98247 -1.51629 7.62677  0.35
H 3.37834 -2.47326 7.45291  0.33
H 5.75926 -2.65178 5.70971  0.42
H 5.70737 0.30600 1.81238  0.43
H 1.79201 0.99153 0.21962  -0.02
H 4.00531 0.60854 -0.36635  0.10
H 0.83948 -0.97399 1.69012  0.45
H 0.94269 0.79780 2.30692  0.54
H 0.34884 -0.53410 3.35548  0.23
H 1.15583 -1.26573 5.44276  0.46
H 2.09524 -2.76588 5.70507  0.11
H 0.91339 -4.09102 4.29984  0.50
H 0.80425 -2.89765 2.94412  0.47
H -0.89621 -1.79441 5.17801  0.46
H -1.11737 -3.57542 5.21307  0.47
H -3.58404 -2.11759 4.49846  0.37
C -0.34321 2.70828 -5.62129  -0.98
O -0.99985 1.59772 -5.02916  0.03
C -0.99040 0.41637 -5.82766  -0.97
C 0.00708 -0.60952 -5.30286  -0.18
N 1.38941 -0.18990 -5.51856  -0.30
C 2.38434 -0.92591 -4.73545  -0.87
C 2.22105 -0.99987 -3.20989  -0.44
O 2.46231 0.22021 -2.51862  -0.41
C 1.40967 1.16938 -2.60567  -0.50
H -0.65195 3.60401 -5.07937  0.25
H 0.74155 2.62578 -5.53463  0.33
H -0.61764 2.82644 -6.67225  0.37
H -0.81214 0.64032 -6.88277  0.46
H -1.99202 -0.01641 -5.76004  0.38
H -0.15820 -1.56501 -5.81228  0.44
H -0.21264 -0.75155 -4.23989  0.08
H 1.47962 0.79277 -5.30213  0.14
H 3.34945 -0.45432 -4.94236  0.40
H 2.44335 -1.94568 -5.12998  0.40
H 2.98367 -1.69370 -2.84443  0.38
H 1.26117 -1.43198 -2.90593  0.35
H 0.42297 0.69992 -2.56084  0.25
H 1.51952 1.75913 -3.51546  0.05
H 1.49687 1.85976 -1.76397  0.41
C -7.86591 2.49028 -1.93747  -0.69
O -7.27837 1.20953 -1.77835  -0.32
C -6.92337 0.56948 -3.00159  -0.84
C -5.41880 0.60837 -3.24583  -0.09
N -4.95054 1.95460 -3.56341  -0.29
C -3.49944 2.14536 -3.45661  -0.38
C -2.79557 1.77951 -2.14178  -0.01
O -3.06668 2.64615 -1.04896  -0.49
C -4.33085 2.46039 -0.43803  -0.50
H -8.34860 2.75360 -0.99481  0.23
H -7.11442 3.25279 -2.14987  0.29
H -8.62180 2.49280 -2.72698  0.32
H -7.47302 0.98422 -3.85128  0.40
H -7.22661 -0.47580 -2.90702  0.40
H -5.17302 -0.05958 -4.07909  0.35
H -4.93926 0.21381 -2.34461  0.14
H -5.40381 2.61941 -2.95232  0.15
H -3.31466 3.20710 -3.64658  0.30
H -3.02364 1.59616 -4.26905  -0.05
H -1.72149 1.87479 -2.32492  0.00
H -2.95331 0.73371 -1.85232  0.28
H -4.61073 1.40502 -0.37838  0.25
H -5.09086 3.03399 -0.97032  0.13
H -4.28144 2.85810 0.57735  0.35

Values from the calculation:
Kohn-Sham gap (eV): 5.98
Energy above the lowest of the compared OMol25 structures with the same formula, charge and spin (kJ/mol): 217.3
E_HOMO (eV): -7.861
Charge: 0

=====

Entry 6:
ORCA calculation (ωB97M-V with the def2-TZVPD basis set) on C21H14BrClCrN3O2 as an isolated structure at a distorted geometry.

Last column: Mulliken charge in e.
Positions of all 43 atoms, in Å:
Cr 0.91317 0.13727 -0.27424  -0.07
Cl 1.10111 -3.29775 6.12597  -0.13
C 1.27996 -2.30031 4.75597  0.26
C 2.24425 -1.26925 4.77139  -0.56
C 2.38067 -0.46512 3.68493  -0.69
C 1.56024 -0.63293 2.51888  0.68
O 1.70953 0.15402 1.55906  -0.21
C 0.58201 -1.71024 2.51477  0.23
C -0.30454 -1.99215 1.41684  0.50
N -0.32259 -1.38377 0.28491  0.44
C -1.20968 -1.76432 -0.74134  1.19
C -2.11016 -2.80723 -0.70765  -0.97
C -2.95113 -3.06422 -1.79920  -1.09
C -2.89382 -2.29807 -2.93085  -0.80
C -1.96670 -1.23709 -3.02030  0.75
C -1.82407 -0.42446 -4.16495  -0.57
C -0.87621 0.56137 -4.17323  -0.91
C -0.06764 0.74262 -3.04634  -0.11
N -0.18352 0.01491 -1.95367  0.35
C -1.12217 -0.97555 -1.92209  0.14
C 0.47527 -2.51094 3.63991  -0.97
H 2.86805 -1.13296 5.64371  0.45
H 3.12185 0.32228 3.65840  0.47
H -1.00061 -2.80743 1.59896  0.09
H -2.18628 -3.45654 0.15339  0.34
H -3.65239 -3.88518 -1.73825  0.40
H -3.54284 -2.50036 -3.77297  0.43
H -2.45597 -0.59424 -5.02749  0.45
H -0.72935 1.19499 -5.03567  0.42
H 0.70885 1.49618 -3.03688  0.45
H -0.24250 -3.32170 3.65123  0.48
O 1.75606 5.62880 -0.68662  -0.50
C 1.21775 4.43657 -0.40264  1.20
C -0.00245 4.29377 0.27103  -0.74
C -0.49321 3.03017 0.52329  -0.51
N 0.20136 1.96804 0.11910  -0.40
C 1.36078 2.07701 -0.51404  0.46
Br 2.63245 -1.32084 -1.10230  -0.45
C 1.92333 3.29610 -0.80777  -1.09
H 1.21849 6.35615 -0.35599  0.31
H -0.55960 5.16453 0.59411  0.34
H -1.42910 2.87596 1.04497  0.45
H 2.87135 3.40196 -1.31634  0.49

Values from the calculation:
Kohn-Sham gap (alpha / beta) (eV): 6.99 / 5.25
2S+1: 5
Energy above the lowest of the compared OMol25 structures with the same formula, charge and spin (kJ/mol): 99.3
E_HOMO (alpha / beta) (eV): -11.133 / -11.467
Charge: +1